The following is a DFT calculation (ωB97M-V/def2-TZVPD) of a cluster of 2 separate species, C5H10NO in total.

Results
- HOMO (alpha / beta) (eV) = -12.75 / -12.75
- Kohn-Sham gap (alpha / beta) (eV) = 8.49 / 8.49
- energy above the lowest of the compared OMol25 structures with the same formula, charge and spin (kJ/mol) = 760.3
- charge = +1

XYZ file:
```
17
C5H10NO ωB97M-V/def2-TZVPD
C 1.61021 -0.03095 -1.12860
C 2.27328 -0.43110 -0.01713
C -2.17530 0.54487 -0.03275
C 0.01407 -1.52691 0.00486
C 0.11250 0.81440 0.62540
N 0.75351 -0.33581 0.01398
O 0.72805 1.92999 0.18488
H 1.42429 -0.01565 -2.18501
H 3.13371 -0.39517 0.61730
H -2.20658 -0.21641 0.58053
H -2.54440 1.48679 0.31731
H -2.49940 0.32631 -1.00833
H 0.70124 -2.38874 -0.17633
H -0.69976 -1.57805 0.96795
H -0.60412 -1.55712 -0.83963
H -0.18767 0.65472 1.62703
H 0.16638 2.71881 0.44856
```

The following is a DFT calculation (ωB97M-V/def2-TZVPD) of a structure of composition C7H8O.

Results
- HOMO (eV) = -9.42
- Kohn-Sham gap (eV) = 10.44
- energy above the lowest of the compared OMol25 structures with the same formula, charge and spin (kJ/mol) = 400.4

XYZ file:
```
16
C7H8O ωB97M-V/def2-TZVPD
C -1.31168 -0.60605 -0.04195
C -0.60095 0.18669 -1.09429
C -0.82883 1.30418 -0.05344
C -0.58345 0.26379 0.95686
C 1.02469 -0.05157 0.74263
C 1.24930 -1.31058 -0.09303
C 1.05615 -0.03952 -0.77413
H -1.00064 0.35148 -2.10414
H -0.24729 2.24084 -0.12496
H -1.95511 1.51858 0.20366
H -0.86369 0.28262 1.95364
H 1.67113 0.33794 1.64682
H 0.49167 -2.07233 0.05887
H 2.40858 -1.55412 -0.00313
H 1.80366 0.45029 -1.28344
O -2.31355 -1.30222 0.01003
```

The following is a DFT calculation (ωB97M-V/def2-TZVPD) of a cluster of 2 separate species, C4H13N2O in total.

Results
- HOMO (alpha / beta) (eV) = -19.67 / -19.62
- spin multiplicity = 2
- <S²> = 0.775
- Kohn-Sham gap (alpha / beta) (eV) = 10.14 / 5.24
- energy above the lowest of the compared OMol25 structures with the same formula, charge and spin (kJ/mol) = 311.4
- charge = +2

XYZ file:
```
20
C4H13N2O ωB97M-V/def2-TZVPD
C -1.60013 1.52812 0.90973
C -1.08214 0.07454 0.87169
C -0.91991 -0.36451 -0.59856
N 1.90623 0.32987 -0.01065
C 1.31780 0.61773 -1.13420
N 0.06947 0.25605 -1.43476
H -0.80159 2.20770 0.60695
H -1.97182 1.73451 1.91461
H -2.42042 1.70128 0.21612
H -0.21181 -0.09050 1.49844
H -1.86371 -0.57523 1.27005
H -0.80134 -1.46788 -0.65852
H -1.85860 -0.12624 -1.11503
H 2.93177 0.35679 0.00919
H 1.51722 0.25757 0.92808
H 1.85559 1.26410 -1.83033
H -0.26977 0.65037 -2.31537
H 1.54260 -3.01248 1.02397
H 1.34309 -2.95115 -0.46925
O 1.31750 -2.39063 0.31784
```

no.,molecular weight (g mol⁻¹)
1,100.1
2,108.1
3,105.2